# 1
This record from the OMol25 dataset describes a structure of composition C39H51BN9O2S4Tl at a distorted geometry. The level of theory is ωB97M-V/def2-TZVPD.

Structure (XYZ):
```
107
Properties=species:S:1:pos:R:3
N -2.91 0.77 -0.84
H 1.60 1.74 -3.77
C 2.30 2.22 5.37
C -0.19 2.30 0.73
C 3.66 -3.05 5.33
H 0.07 5.19 -1.04
C 0.81 2.39 -4.14
H 5.96 -4.00 7.70
H -1.14 4.22 2.30
H -1.42 -1.09 -6.96
H 3.66 -2.50 -3.89
N 3.14 -1.81 5.08
H -5.78 0.53 -2.65
C -3.58 -2.88 1.32
H -4.12 2.49 -2.34
H -0.39 4.74 -4.76
H -2.80 -3.00 2.07
H -1.86 -3.61 -4.20
O 2.57 -3.09 -0.07
C -0.67 -1.01 -6.18
H -2.40 0.10 -4.37
C -3.40 -1.58 0.61
H -2.96 -1.38 -3.61
N -1.95 -0.03 -0.45
C 1.95 4.44 -3.26
H 3.98 -6.33 4.71
H -3.86 3.16 -0.74
C 4.57 -2.96 6.41
C 4.06 -1.88 1.40
H -6.81 0.07 -1.29
C 1.49 -0.99 -1.74
C 3.04 -2.08 0.33
H 2.73 -4.35 3.89
C -4.42 -0.75 0.20
C -4.14 0.46 -0.48
C 0.09 4.14 -0.81
S -0.51 -1.53 0.76
C 3.68 -0.99 5.96
H 1.06 2.71 -5.15
H -3.47 -3.69 0.60
H -6.65 2.60 0.37
H -1.46 3.85 -3.67
H 3.95 -0.93 1.91
B -0.41 0.05 -0.47
C -1.46 -3.15 -5.11
N 0.39 1.92 -1.56
H -0.12 1.82 -4.17
H 4.01 -2.71 2.10
C -0.54 4.44 -3.72
H 5.55 -6.15 6.56
H 3.41 -3.18 -2.28
H -1.09 5.53 1.11
Tl 1.33 -0.74 3.45
H -3.26 -1.11 -5.32
C -6.26 0.89 -1.74
C 3.39 0.42 6.03
C 5.26 -4.07 6.88
C -4.60 2.73 -1.40
H 2.17 4.76 -4.27
N -0.62 -0.82 -2.71
C -0.20 3.71 0.46
H 2.78 3.84 -2.90
N 4.55 -1.64 6.79
H 0.23 -1.52 -6.52
H 4.72 1.20 7.60
H -1.14 -0.50 5.56
N 2.45 0.95 5.18
H -6.39 0.98 1.00
H 1.86 5.33 -2.63
H -0.55 -3.66 -5.39
C 4.12 -5.37 5.18
H 0.37 5.07 1.98
H -0.68 5.34 -3.13
C 1.98 -1.73 -2.83
H -0.44 0.04 -6.02
N 0.21 -0.60 -1.73
H 1.41 -2.53 -4.73
H -0.82 -2.02 5.59
H 5.05 -1.90 0.94
C -2.12 -1.11 0.31
C 0.66 3.61 -3.24
C -0.54 4.69 1.53
H -6.97 1.66 -2.01
H -2.19 -3.27 -5.90
S 2.50 -0.48 -0.38
C -5.89 1.84 0.55
C 5.02 -5.27 6.24
C -5.22 1.47 -0.78
O -0.66 -1.20 5.12
C -1.22 -1.64 -4.89
H -4.56 -2.95 1.78
S -0.54 1.68 2.23
C 0.39 3.19 -1.82
C -0.22 -1.47 -3.79
H 4.07 -1.55 -2.45
H -5.37 3.47 -1.58
S 3.30 2.90 6.59
N 0.07 1.47 -0.33
C 3.96 1.35 6.86
C -2.54 -0.96 -4.52
C 3.43 -4.27 4.71
H 5.06 -1.25 7.57
H -5.17 2.23 1.26
C 3.36 -2.26 -2.87
H -5.44 -1.01 0.42
H 1.61 2.82 4.81
C 1.09 -1.96 -3.87
```

## Properties
ΔE to the lowest compared entry with this formula, charge and spin in kcal per mole: 0.0
Lowest unoccupied orbital energy in Ha: -0.1932
Net charge: +2
Largest force on an atom in eV/A: 1.32

# 2
This record from the OMol25 dataset describes a cluster of 2 separate species, C3H11N2O in total. The level of theory is ωB97M-V/def2-TZVPD.

Structure (XYZ):
```
17
Properties=species:S:1:pos:R:3
H -1.96 -0.04 3.49
N 0.15 -0.17 -0.86
C -0.68 -0.73 -0.04
H 2.69 1.02 -1.27
N -1.09 -1.98 -0.10
H -1.77 -2.28 0.58
H -1.04 -0.08 0.77
H -0.30 1.86 -1.11
O -1.55 -0.87 3.24
H 0.60 -0.74 -1.57
H -1.25 -1.20 4.10
H 0.84 1.43 0.26
H 1.95 2.55 -1.77
C 1.78 1.48 -1.64
C 0.55 1.26 -0.78
H 1.62 1.11 -2.66
H -0.54 -2.63 -0.64
```

## Properties
ΔE to the lowest compared entry with this formula, charge and spin in kcal per mole: 12.5
Lowest unoccupied orbital energy in Ha: -0.1212
Net charge: +1
Largest force on an atom in eV/A: 0.96

# 3
This record from the OMol25 dataset describes a structure of composition C51H47N8O3STaTe at a distorted geometry. The level of theory is ωB97M-V/def2-TZVPD.

Structure (XYZ):
```
112
Properties=species:S:1:pos:R:3
C -0.33 3.54 -3.85
C -4.16 -2.49 -2.41
H -3.77 -5.42 -1.54
C -2.79 4.07 1.24
H -2.08 0.13 2.78
C -4.02 -1.17 -2.39
C -0.61 1.36 -2.93
H 0.39 -3.95 3.78
H -0.28 4.22 -4.68
C -1.05 4.29 3.78
C 1.42 1.92 2.15
H 1.17 4.63 1.24
C -4.67 5.59 0.62
C 2.64 -1.08 -1.11
O -1.17 -0.57 -4.17
C 0.28 6.27 4.06
N 0.08 1.83 1.59
H -4.05 6.35 0.15
H 2.12 3.26 7.36
C 1.87 -3.91 1.59
H -0.87 -2.49 -3.27
Ta -0.30 -0.10 -0.07
C 4.30 -2.49 -2.21
H 4.81 5.58 4.99
S 2.09 0.55 -0.80
C -3.40 -4.49 -1.13
C 0.96 5.98 2.89
N -1.69 -2.25 -0.19
N -0.65 -1.18 2.17
H 6.17 -1.87 -1.32
C -0.16 3.10 -1.51
H 0.50 -2.74 -2.19
H 1.83 -0.19 1.99
H -2.38 4.90 1.80
H -4.25 -0.50 0.97
H 0.02 3.41 -0.50
H 1.35 0.33 3.62
H 3.57 -3.29 -2.12
H 5.04 -2.63 -0.19
C 2.75 3.36 6.49
C -1.38 -2.91 -1.24
H -5.36 3.35 -0.80
C 3.43 4.55 6.26
C -0.37 3.99 2.60
H -1.83 3.63 4.13
H 0.11 5.04 -2.36
C -2.07 2.87 1.19
C -4.35 -3.30 -1.16
N -0.42 -0.85 -2.04
H -4.84 5.91 1.65
C 0.64 4.84 2.16
H -2.58 -1.09 4.90
Te 4.02 0.75 3.18
H 0.52 7.16 4.61
C -4.10 -0.42 -1.14
C 1.91 0.61 2.73
C -1.12 -2.61 4.49
C -0.75 2.80 1.80
H 2.71 -3.86 0.90
C 4.27 4.66 5.16
C -4.07 -2.54 0.16
H -0.72 1.76 -5.02
H 1.75 6.63 2.54
C -3.81 2.00 -0.28
C 0.04 -2.31 2.41
O -4.80 1.48 -2.32
H 2.09 2.22 1.34
N 1.19 -1.86 0.42
H -1.29 -3.17 5.40
H 1.47 2.68 2.94
O -1.91 0.69 0.28
C 2.92 2.29 5.63
H 5.08 3.69 3.44
H 3.30 5.38 6.94
C -0.50 -2.29 -2.26
N 3.61 -1.23 -2.00
H 1.30 -4.80 1.36
C -1.83 -1.45 4.22
H -5.62 5.55 0.10
H -4.78 -2.87 0.93
C -2.55 -4.46 0.08
C 1.03 -2.69 1.42
H -4.16 -3.04 -3.33
C -4.15 -1.05 0.04
C 3.74 2.41 4.52
H -1.32 -5.04 -1.78
C -1.56 -0.77 3.04
C -0.11 4.00 -2.56
C -0.58 2.19 -4.04
H 5.93 -3.62 -1.36
N 2.16 -2.11 -0.46
H -3.91 -0.59 -3.29
H 4.70 -2.48 -3.23
H 2.24 -3.98 2.61
C -2.60 1.80 0.42
C -4.47 3.22 -0.20
C -4.29 1.04 -1.32
N -0.41 1.80 -1.69
C 5.43 -2.66 -1.21
H -2.49 -2.90 1.66
C -0.79 -0.12 -3.11
H -5.38 -3.68 -1.17
C -1.89 -4.28 -1.27
C -2.66 -3.02 0.59
H 2.40 1.36 5.83
C -0.18 -3.05 3.58
C -0.72 5.43 4.50
H -2.37 -5.30 0.74
H -1.26 5.66 5.40
C 4.42 3.60 4.29
H 4.04 -0.39 -2.36
C -3.98 4.26 0.57
```

## Properties
ΔE to the lowest compared entry with this formula, charge and spin in kcal per mole: 65.3
Lowest unoccupied orbital energy in Ha: -0.2407
Net charge: +2
Largest force on an atom in eV/A: 2.73

# 4
This record from the OMol25 dataset describes a structure of composition C30H50BrO21P at a distorted geometry. The level of theory is ωB97M-V/def2-TZVPD.

Structure (XYZ):
```
103
Properties=species:S:1:pos:R:3
H 0.31 -1.11 6.63
H -2.49 -0.32 -2.33
H 6.29 -1.35 9.78
O 2.84 3.03 -1.13
H 1.47 -3.46 8.26
H -4.01 1.12 -1.15
O -4.26 2.57 -2.59
H 1.28 4.49 -4.91
O -5.74 -2.91 -7.74
C 3.55 1.00 3.71
H 7.33 0.27 7.45
H -7.17 -1.52 -11.61
H 1.74 5.58 -2.57
H 3.56 0.07 3.13
H 1.87 0.18 -2.19
H -5.07 -3.71 -9.51
H -4.21 -2.24 -8.99
H 3.21 1.15 -2.87
H 8.28 -1.77 8.45
C -1.13 2.58 -3.56
C -5.18 -2.73 -9.05
O -4.06 4.16 -0.38
H 0.44 2.35 -5.13
H -0.13 4.81 -3.83
C -4.94 -4.45 -3.20
O 2.28 1.35 0.24
H 0.25 -0.77 9.06
H 6.99 0.11 10.53
C 0.74 -2.65 8.12
O -1.74 -4.30 6.52
H 0.95 2.02 -3.44
C 0.90 -1.62 9.22
O 5.29 0.01 6.44
C 8.19 0.35 8.12
H 9.10 0.44 7.52
H -5.52 5.00 -3.36
C 8.27 -0.84 9.04
H -1.73 3.20 -4.24
O -3.31 -2.93 -6.08
C 0.79 4.21 -3.95
O 3.13 0.19 5.80
H -4.19 -5.23 -3.14
H 0.63 -2.06 10.18
C -4.15 -3.97 -5.56
H -3.60 0.34 -3.54
O -3.13 4.88 -2.70
O -3.38 -2.70 -3.85
O -5.63 4.81 -2.41
H -5.00 -4.15 -6.22
H -5.39 -1.50 -11.66
C -1.53 1.08 -3.70
O -0.57 -3.23 8.13
H 2.27 1.96 5.20
H 1.43 4.44 -0.65
H -1.80 0.92 -4.76
H -6.28 -3.03 -11.53
O 0.06 -3.04 5.98
C -2.78 0.62 -2.84
C -6.23 -1.87 -9.71
H -3.56 -4.89 -5.48
P -4.20 4.10 -2.03
O -7.88 -3.10 -7.03
O 7.85 -1.66 11.12
O 9.47 -0.82 9.83
C 4.47 0.37 5.65
C 1.60 3.72 -1.48
H -1.10 2.96 -2.52
O 10.01 -1.84 11.77
H 2.88 4.38 -3.17
H 1.93 -1.27 9.27
C -6.26 -1.98 -11.22
O 4.75 1.02 4.50
H -5.37 -2.68 -4.34
H 2.61 2.10 2.12
O -7.43 -2.38 -9.12
C 2.62 1.69 -0.86
C -4.56 -3.41 -4.23
C 3.47 2.19 2.78
C 2.86 0.62 -1.96
C 1.83 4.49 -2.82
C 9.19 -1.48 10.98
C 7.22 -0.88 10.11
Br -2.46 4.92 0.12
O -1.89 -1.50 -5.06
C -7.10 -2.82 -7.88
H 8.10 1.28 8.69
H 3.38 3.12 3.34
C -2.78 -2.30 -5.00
C -0.84 -3.60 6.85
C 2.50 0.97 4.78
H -5.01 -3.99 -2.21
H 1.83 -2.00 6.35
H 1.57 0.50 4.45
H 4.38 2.27 2.18
H 3.60 -0.13 -1.62
C 0.81 -2.08 6.73
H -6.13 -0.82 -9.42
C 0.36 2.71 -4.09
H -0.69 0.38 -3.50
H -5.90 -4.90 -3.45
H 0.72 3.05 -1.49
H -2.61 2.20 -1.25
C -3.36 1.67 -1.87
```

## Properties
Lowest unoccupied orbital energy in Ha: -0.0524
Net charge: 0
Largest force on an atom in eV/A: 2.66

# 5
This record from the OMol25 dataset describes a cluster of 5 separate species, C10H20Cl10 in total at a distorted geometry. The level of theory is ωB97M-V/def2-TZVPD.

Structure (XYZ):
```
40
Properties=species:S:1:pos:R:3
H 7.08 -13.14 10.41
H 5.22 -15.16 11.77
H 5.37 -12.78 10.58
C 6.08 -13.59 10.39
C 9.03 -12.32 14.89
Cl 10.61 -12.92 16.99
Cl 2.83 -17.11 14.62
C 1.30 -15.41 11.62
H 6.61 -13.23 6.53
H 8.22 -11.83 15.44
C 9.68 -13.55 15.60
H 5.13 -16.95 14.08
C 6.11 -14.57 11.57
Cl 7.21 -15.90 11.10
C 4.62 -19.09 13.92
H 1.71 -17.42 11.44
H 3.94 -19.77 14.44
H 1.22 -15.45 12.71
Cl 5.12 -12.35 5.14
H 9.90 -11.67 14.76
H 6.39 -14.06 12.49
Cl 8.38 -12.65 13.24
H 5.62 -19.53 13.91
H 10.40 -14.10 14.99
Cl 5.72 -14.23 8.73
C 4.48 -17.69 14.55
C 6.99 -11.27 6.60
H 4.74 -17.79 15.60
H 0.34 -15.59 11.14
H 8.85 -14.11 16.04
H 6.89 -10.32 6.08
C 6.79 -12.49 5.75
Cl 2.36 -16.47 9.42
Cl 4.06 -19.14 12.22
Cl 1.80 -13.76 11.09
H 3.25 -16.47 11.46
H 7.57 -12.69 5.01
C 2.21 -16.50 11.14
Cl 8.68 -11.16 7.15
H 6.37 -11.34 7.50
```

## Properties
ΔE to the lowest compared entry with this formula, charge and spin in kcal per mole: 12.4
Lowest unoccupied orbital energy (spin up / spin down) in Ha: 0.0876 / 0.0868
Spin multiplicity: 2
Net charge: -1
Largest force on an atom in eV/A: 1.90
<S²>: 0.751

# 6
This record from the OMol25 dataset describes a structure of composition C3H8N2O2 at a distorted geometry. The level of theory is ωB97M-V/def2-TZVPD.

Structure (XYZ):
```
15
Properties=species:S:1:pos:R:3
C 1.19 0.80 -0.59
H 1.19 2.22 -1.52
O 0.74 1.40 -1.52
H -2.19 -0.55 -0.77
H -0.68 0.90 1.18
N -1.98 0.15 -0.32
H -1.16 -0.84 1.07
N 1.32 -1.37 0.37
H 1.07 -2.38 0.79
O 2.10 1.29 0.22
H -2.89 0.63 0.40
H 1.73 -0.81 1.53
C 0.32 -0.48 -0.08
H 0.10 -0.87 -1.38
C -0.87 -0.08 0.62
```

## Properties
ΔE to the lowest compared entry with this formula, charge and spin in kcal per mole: 168.2
Lowest unoccupied orbital energy in Ha: 0.0282
Net charge: 0
Largest force on an atom in eV/A: 15.55

# 7
This record from the OMol25 dataset describes a cluster of 9 separate species, C25H30Cl10N4 in total at a distorted geometry. The level of theory is ωB97M-V/def2-TZVPD.

Structure (XYZ):
```
69
Properties=species:S:1:pos:R:3
C 1.93 0.15 -0.07
H 3.88 1.84 3.38
H 1.78 2.47 2.11
Cl 2.26 -1.71 -7.89
Cl 4.71 1.93 -4.88
C -0.59 -4.07 0.20
H -5.57 -1.62 -2.72
C -5.87 -1.34 0.62
C -4.54 -1.08 0.90
H -4.25 -0.84 1.91
H 3.03 4.35 6.43
H -1.28 -6.07 -0.12
C -0.11 3.72 -1.42
H 5.18 3.78 -3.45
C 2.71 3.99 5.46
H -7.34 -1.59 -0.94
C 0.09 -3.24 1.07
Cl 0.15 0.21 4.44
Cl 0.47 4.55 0.07
C 3.18 2.58 3.74
C 1.49 4.35 4.92
N -0.43 -0.02 0.13
N -0.36 -5.94 1.70
H -1.47 -0.29 -1.65
H 0.28 4.14 3.12
H 0.74 0.14 1.77
H 0.27 -2.19 0.90
Cl 2.00 -0.74 -5.16
H -2.60 -0.90 -0.01
C 0.30 -5.13 2.53
H -2.16 -2.63 -2.82
N 3.55 3.09 4.92
Cl 0.91 -0.29 7.20
H 2.68 0.26 -2.15
Cl -1.64 -1.14 -4.60
H 3.32 0.22 -6.85
Cl -1.82 3.88 -1.67
H 0.45 4.20 -2.22
C 1.16 3.83 3.68
H 1.65 0.44 -7.20
C -0.48 -0.13 -1.20
C 1.88 0.09 -1.45
N -4.03 -1.29 -1.43
C 0.15 0.84 6.09
C 2.01 2.94 3.05
Cl -0.60 -3.81 -4.07
C 4.31 3.43 -3.98
C -3.65 -1.09 -0.17
C -1.99 -2.72 -3.88
H -6.58 -1.35 1.44
C 0.58 -3.80 2.25
H -0.89 0.95 6.40
C -6.29 -1.56 -0.68
C -0.80 -5.40 0.57
C -5.32 -1.52 -1.67
H 3.96 4.15 -4.71
C 2.36 -0.29 -6.82
H -1.07 -3.76 -0.72
H 0.64 -5.54 3.48
H 2.90 0.30 0.40
H 1.06 -3.20 3.01
H -2.85 -3.22 -4.32
H 0.24 2.70 -1.34
H 0.67 1.79 6.05
H 0.83 4.98 5.50
H 0.42 -0.05 -3.09
Cl 3.03 3.12 -2.79
C 0.61 0.00 -2.03
C 0.76 0.16 0.69
```

## Properties
ΔE to the lowest compared entry with this formula, charge and spin in kcal per mole: 1.2
Lowest unoccupied orbital energy in Ha: 0.0092
SMILES string: c1ccncc1.c1ccncc1.c1ccncc1.c1ccncc1.ClCCl.ClCCl.ClCCl.ClCCl.ClCCl
Net charge: 0
Largest force on an atom in eV/A: 1.81